Record 1
# C33H57BBrF3N10O6P

A 9-piece molecular cluster, C33H57BBrF3N10O6P overall at a distorted geometry (the ωB97M-V functional and the def2-TZVPD basis, the Open Molecules 2025 dataset).

Values from the calculation:
- E_HOMO: -11.7 eV
- Calculated total energy: -150486.7179 eV

The geometry in ORCA input format:
```
! RIJCOSX wB97M-V def2-TZVPD def2/J DEFGRID3
* xyz 1 1
C 7.1528 0.8395 1.8825
C 7.6106 0.6753 0.4232
C 6.6425 1.2946 -0.5805
O 6.7336 2.4172 -0.8237
O 5.7208 0.4980 -1.1968
C 4.5057 0.4086 -0.4573
C 3.6234 1.6253 -0.8230
C 2.5799 1.9924 0.2398
C 3.1775 2.3557 1.6413
C 3.2631 3.8486 1.9733
C 3.7458 3.9998 3.4280
F 2.7347 4.4425 4.1642
F 4.7060 4.8820 3.5490
F 4.1567 2.8797 3.9709
C 1.6816 0.7164 0.5447
N 0.3288 1.2507 0.9003
C -0.8592 0.3965 0.5956
Br -0.3966 -1.5216 0.5037
C -1.9554 0.5558 1.6829
C -1.7959 -0.3194 2.9397
C 0.2900 2.7292 0.6319
B -1.0576 3.4203 0.1002
O -1.5018 2.9905 -1.1378
N -1.8032 4.4283 0.7701
C -1.7022 5.7656 0.1522
C -1.5791 4.4513 2.2128
C 1.4354 2.8671 -0.3894
P 1.7588 4.5141 -1.0945
O 0.7524 4.8490 -2.0579
O 3.1866 4.5142 -1.8549
O 1.8109 5.6904 0.0262
H 6.1494 0.4447 2.0199
H 7.8569 0.3017 2.5127
H 7.2175 1.8858 2.1701
H 8.5475 1.2097 0.3158
H 7.7605 -0.3602 0.1164
H 4.6765 0.2899 0.6126
H 3.9961 -0.4825 -0.8189
H 3.0954 1.3702 -1.7403
H 4.2834 2.4804 -0.9458
H 4.2003 1.9825 1.6490
H 2.6603 1.7801 2.4035
H 4.0223 4.3426 1.3707
H 2.2967 4.3360 1.9535
H 1.7281 0.1943 -0.4097
H 2.0867 0.0104 1.2562
H 0.3699 1.2051 1.9228
H -1.3017 0.5922 -0.3704
H -2.1261 1.6104 1.9195
H -2.8625 0.2225 1.1794
H -2.3910 0.1439 3.7242
H -0.7541 -0.4216 3.2343
H -2.2526 -1.2868 2.7781
H 0.6090 3.1513 1.5821
H -2.4516 2.8330 -1.0140
H -2.5170 6.3862 0.5269
H -1.8174 5.6560 -0.9212
H -0.7592 6.2731 0.3691
H -1.8261 3.4899 2.6739
H -0.5270 4.6863 2.4427
H -2.1648 5.2152 2.7250
H 1.1119 2.2841 -1.2572
H 3.7151 5.2900 -1.6223
H 2.7011 6.0668 0.0451
C -3.3909 2.6821 -4.6455
C -4.2550 2.3162 -3.5333
N -4.9225 2.0312 -2.6448
H -2.9657 3.6746 -4.5025
H -2.5651 1.9798 -4.7490
H -3.9416 2.6882 -5.5851
C -2.4745 -5.6435 0.5156
C -1.1517 -5.0506 0.6284
N -0.1055 -4.5869 0.7175
H -2.6420 -6.3882 1.2928
H -3.2560 -4.8906 0.6095
H -2.6122 -6.1367 -0.4449
C -2.7320 -7.7849 -4.0171
C -3.4794 -7.2523 -2.8898
N -4.0774 -6.8317 -2.0047
H -1.6691 -7.8619 -3.7900
H -3.0814 -8.7776 -4.2924
H -2.8331 -7.1510 -4.8965
C -4.8601 2.5878 4.7749
C -3.5089 2.2814 4.3334
N -2.4409 2.0395 3.9895
H -5.5638 1.8248 4.4489
H -4.9204 2.6474 5.8595
H -5.2000 3.5424 4.3749
C -8.7076 0.7931 5.3758
C -7.9424 1.8083 6.0845
N -7.3441 2.6116 6.6432
H -8.2342 -0.1846 5.4568
H -9.7149 0.7078 5.7804
H -8.7955 1.0339 4.3170
C -6.5314 -8.8538 -4.8440
C -5.4310 -8.9208 -5.7922
N -4.5641 -8.9756 -6.5411
H -6.2965 -8.1876 -4.0136
H -7.4379 -8.4840 -5.3208
H -6.7506 -9.8377 -4.4304
C -3.8731 -12.2862 -7.9299
C -4.7071 -12.6963 -6.8090
N -5.3647 -13.0126 -5.9241
H -3.4274 -11.3078 -7.7541
H -3.0626 -12.9930 -8.1034
H -4.4505 -12.2196 -8.8509
C 11.9529 3.1874 0.6812
C 11.5922 1.8227 1.0349
N 11.3079 0.7470 1.3128
H 11.2062 3.8963 1.0362
H 12.9101 3.4666 1.1192
H 12.0354 3.3048 -0.3984
*
```

***

Record 2
# C33H57BrN2O2SiTi

C33H57BrN2O2SiTi as an isolated structure at a distorted geometry (the ωB97M-V functional and the def2-TZVPD basis, the Open Molecules 2025 dataset).

Values from the calculation:
- E_HOMO (spin up / spin down): -10.9 / -11.2 eV
- Expectation value of S²: 0.76
- Calculated total energy: -143252.8595 eV

The geometry in ORCA input format:
```
! RIJCOSX wB97M-V def2-TZVPD def2/J DEFGRID3
* xyz 1 2
O -2.6838 0.9260 0.5970
O -4.1684 2.3211 -1.0763
C -3.4257 -0.2898 0.8853
C -3.3935 -0.6788 2.3335
H -3.0057 -1.0967 0.2641
H -4.4410 -0.1012 0.5066
H -2.3719 -0.8608 2.6645
H -3.9563 -1.6023 2.4716
H -3.8439 0.0728 2.9863
C -2.4275 1.8337 1.7079
C -3.6342 2.6542 2.0760
H -1.5816 2.4629 1.3776
H -2.0519 1.2485 2.5562
H -4.0385 3.1659 1.1972
H -3.3334 3.4044 2.8190
H -4.3978 2.0085 2.5207
C -3.8134 3.4922 -1.8774
C -5.5948 2.1308 -0.9558
C -3.2775 4.5836 -1.0005
H -4.6969 3.8315 -2.4432
H -3.0730 3.1371 -2.6099
H -4.0515 4.9221 -0.3079
H -2.9706 5.4192 -1.6311
H -2.4060 4.2474 -0.4300
C -6.2721 3.3344 -0.3523
H -5.7217 1.2401 -0.3317
H -5.9899 1.9193 -1.9625
H -5.8266 3.6187 0.6051
H -7.3207 3.0893 -0.1727
H -6.2289 4.1857 -1.0367
H -2.9037 1.1577 -1.1283
N 0.7903 -0.0713 0.8152
C 2.0900 -0.2997 0.5293
C 2.7310 0.0266 -0.6765
C 2.2886 0.9369 -1.6318
C 2.9844 -0.8566 1.6051
H 2.5820 -1.7669 2.0661
H 3.1937 -0.1124 2.3895
H 3.9421 -1.1141 1.1383
C 3.2402 1.6514 -2.5283
H 3.1681 2.7424 -2.4229
H 3.1111 1.3893 -3.5843
H 4.2538 1.3580 -2.2388
N 0.9929 1.1901 -1.7729
C 0.4042 -0.1444 2.2054
C -0.0116 -1.3618 2.7875
C -0.0601 -2.6459 2.0228
C -0.3711 -1.3766 4.1441
H -0.7137 -2.3148 4.5765
C -0.2590 -0.2268 4.9252
H -0.5602 -0.2485 5.9756
C 0.2830 0.9300 4.3773
H 0.4671 1.8120 4.9909
C 0.6477 0.9790 3.0294
C 1.3599 2.1932 2.5222
C 0.5064 2.0745 -2.7694
C 0.2523 1.5807 -4.0665
C 0.7307 0.2189 -4.4524
C -0.5183 2.3590 -4.9262
H -0.7344 1.9839 -5.9336
C -0.9902 3.6116 -4.5156
H -1.6040 4.2120 -5.1926
C -0.6182 4.1299 -3.2739
H -0.8915 5.1578 -2.9955
C 0.1323 3.3762 -2.3825
C 0.5008 3.9167 -1.0339
Ti -0.4590 0.2047 -0.9325
H -0.9359 -2.7129 1.3658
H -0.1418 -3.4690 2.7452
H 0.8368 -2.8293 1.4237
H 1.0322 2.5182 1.5277
H 2.4496 2.0450 2.4921
H 1.1695 3.0188 3.2217
H 0.3186 -0.0706 -5.4305
H 0.4278 -0.5617 -3.7309
H 1.8278 0.1830 -4.5270
H 1.4924 3.5777 -0.7004
H -0.2359 3.6444 -0.2554
H 0.5217 5.0193 -1.0695
H 3.7629 -0.2929 -0.7703
C -2.2325 0.7103 -2.0487
Si -3.4944 0.0484 -3.3767
H -1.6188 1.4937 -2.5386
H -1.8499 -0.3923 -2.0138
C -4.8738 -0.8887 -2.5271
C -2.6266 -1.1985 -4.4778
C -4.1459 1.4218 -4.4749
H -4.4888 1.0043 -5.4316
H -3.3730 2.1633 -4.7061
H -4.9999 1.9543 -4.0294
H -4.5067 -1.8139 -2.0740
H -5.6492 -1.1672 -3.2526
H -5.3735 -0.3234 -1.7378
H -1.9758 -1.8654 -3.8970
H -2.0155 -0.7134 -5.2501
H -3.3804 -1.8250 -4.9838
Br -0.3854 -2.0974 -1.5912
*
```